(1)
This record from OMol25 describes the ion C7H14NO with charge +1. The level of theory is ωB97M-V with the def2-TZVPD basis set.

The geometry in XYZ format:
```
23
Properties=species:S:1:pos:R:3:lowdin_charge:R:1
C 0.369 -0.510 -1.343 -0.091
C -0.322 0.355 -2.195 -0.069
C -1.532 1.277 -0.358 0.004
C 1.876 1.627 0.024 -0.023
C -0.785 -1.731 1.941 -0.017
C 1.071 0.590 0.628 -0.073
C -0.131 -1.633 0.564 -0.167
N 0.444 -0.368 0.027 -0.129
O -1.295 1.165 -1.814 -0.052
H 1.052 -1.275 -1.628 0.138
H -0.194 0.291 -3.227 0.124
H -2.620 1.543 -0.206 0.131
H -1.947 0.251 -0.026 0.129
H 1.597 2.712 -0.274 0.156
H 2.759 1.718 0.549 0.063
H 2.089 1.282 -1.062 0.130
H -1.035 -0.707 2.136 0.074
H -1.677 -2.339 1.741 0.101
H -0.091 -2.319 2.482 0.076
H -0.715 1.763 0.066 0.058
H 1.127 0.502 1.783 0.193
H -0.756 -1.914 -0.246 0.110
H 0.717 -2.279 0.437 0.135
```

Its total energy is -404.716230 Eh. The calculation puts the relative energy (zero: lowest compared OMol25 entry of this formula, charge and spin) at 4.931 eV. The orbital gap is 8.857 eV. As for the charge: +1. As for the structure (SMILES): C/C=[N+](\C=C/OC)CC.


(2)
This record from OMol25 describes a structure of composition C7H14NO2S. The level of theory is ωB97M-V with the def2-TZVPD basis set.

The geometry in XYZ format:
```
25
Properties=species:S:1:pos:R:3:lowdin_charge:R:1
C -0.910 0.869 -0.925 -0.102
C -0.686 2.991 -2.272 -0.005
C -2.024 0.875 -3.091 -0.011
C 1.251 -1.002 3.389 -0.095
C 1.056 -3.035 1.745 -0.085
C -1.549 1.707 -1.833 -0.338
C 0.662 -1.721 2.270 -0.258
N -0.420 0.158 -0.157 0.135
O 1.702 -0.868 -0.748 -0.308
O 1.990 0.849 1.080 -0.289
S 1.427 -0.369 0.558 0.839
H 0.091 3.091 -1.409 0.112
H 0.032 2.796 -3.049 0.077
H -1.269 3.871 -2.323 0.068
H -2.484 1.505 -3.749 0.051
H -1.045 0.537 -3.549 0.114
H -2.543 -0.037 -2.807 0.088
H 2.396 -1.302 3.553 0.159
H 1.050 0.016 3.357 0.054
H 0.659 -1.376 4.322 0.159
H 0.348 -3.899 1.987 0.133
H 2.076 -3.410 2.022 0.114
H 0.969 -2.842 0.618 0.097
H -2.396 2.153 -1.209 0.181
H -0.383 -1.559 2.218 0.111
```

Its total energy is -878.155716 Eh. The calculation puts the relative energy (zero: lowest compared OMol25 entry of this formula, charge and spin) at 2.654 eV. The orbital gap is 10.035 eV. As for the charge: +1.


(3)
This record from OMol25 describes an isolated molecule of C7H14NO3P. The level of theory is ωB97M-V with the def2-TZVPD basis set.

The geometry in XYZ format:
```
26
Properties=species:S:1:pos:R:3:lowdin_charge:R:1
C -1.911 1.432 1.419 -0.558
C 1.342 -2.100 -1.229 -0.101
C -2.353 -0.836 0.613 -0.034
C 0.982 1.848 -0.514 -0.022
C 1.082 -0.621 -1.379 -0.268
C -1.364 0.328 0.445 -0.283
C 1.007 0.178 -0.095 -0.618
N -0.013 -0.116 0.860 -0.035
O -1.107 1.690 2.415 0.112
O -3.042 1.847 1.338 0.097
O 3.783 0.373 -0.298 -0.463
P 2.775 0.235 0.740 0.935
H 2.198 -2.211 -0.624 0.037
H 0.420 -2.704 -0.759 0.113
H 1.405 -2.665 -2.163 0.074
H -3.382 -0.504 0.624 0.084
H -2.098 -1.757 -0.071 0.124
H -2.365 -1.197 1.573 0.051
H 0.249 2.472 0.069 0.088
H 0.491 1.917 -1.457 0.059
H 1.914 2.284 -0.615 0.020
H 0.109 -0.446 -1.741 0.092
H 1.960 -0.182 -1.884 0.114
H -1.480 0.925 -0.495 0.160
H -0.144 -1.106 0.976 0.102
H -0.457 0.917 2.254 0.121
```

Its total energy is -896.894948 Eh. The calculation puts the relative energy (zero: lowest compared OMol25 entry of this formula, charge and spin) at 4.072 eV. The orbital gap is 8.137 eV. As for the structure (SMILES): CC[C@@](C)(N[C@@H](C)C(=O)O)P=O.


(4)
This record from OMol25 describes a cluster of 2 separate species, C7H14NO5P in total. The level of theory is ωB97M-V with the def2-TZVPD basis set.

The geometry in XYZ format:
```
28
Properties=species:S:1:pos:R:3:lowdin_charge:R:1
C 2.811 -0.003 -0.409 0.141
C 4.211 1.788 -1.503 0.193
C 1.637 -0.559 -0.129 -0.218
C -2.284 -2.045 -0.316 -0.073
C -2.619 1.771 1.441 -0.091
C -1.435 -1.766 -1.579 -0.214
C -1.134 1.503 1.740 -0.316
N 1.553 -1.886 0.626 -0.351
O 0.418 -2.269 0.928 0.034
O 2.583 -2.380 1.036 0.077
O 0.381 1.620 -0.896 -0.224
O -0.704 -0.537 -1.449 -0.203
O -0.810 0.379 1.001 -0.208
P 0.059 0.340 -0.356 0.485
H 4.516 1.092 -2.195 -0.014
H 3.731 -0.487 -0.172 0.040
H 3.498 2.389 -1.839 -0.046
H 4.642 2.000 -0.472 0.062
H -1.627 -2.082 0.607 0.066
H -2.778 -1.127 -0.018 0.058
H -2.974 -2.845 -0.469 0.068
H -3.111 2.612 2.047 0.103
H -2.737 1.814 0.350 0.076
H -3.188 0.865 1.666 0.062
H -2.226 -1.504 -2.308 0.121
H -0.732 -2.475 -1.959 0.108
H -1.093 1.335 2.916 0.150
H -0.590 2.457 1.712 0.114
```

Its total energy is -1047.186165 Eh. The calculation puts the relative energy (zero: lowest compared OMol25 entry of this formula, charge and spin) at 4.830 eV. The orbital gap (alpha / beta) is 8.352 / 9.309 eV.


(5)
This record from OMol25 describes the ion C7H14NOS with charge +1. The level of theory is ωB97M-V with the def2-TZVPD basis set.

The geometry in XYZ format:
```
24
Properties=species:S:1:pos:R:3:lowdin_charge:R:1
C 1.684 1.264 0.433 -0.221
C 2.398 -1.137 0.378 -0.201
C 0.778 1.047 -0.771 -0.075
C 1.020 -1.573 0.765 -0.243
C -1.245 -0.244 -0.415 -0.572
C -3.064 -0.347 1.264 -0.045
C -2.778 -0.163 -0.277 -0.149
N 2.716 0.338 0.332 -0.073
O -0.675 0.935 -0.432 0.004
S -0.471 -1.741 -0.570 1.086
H 2.045 2.242 0.290 0.120
H 1.086 1.210 1.337 0.125
H 3.014 -1.717 1.015 0.113
H 2.500 -1.567 -0.677 0.141
H 0.787 1.905 -1.447 0.144
H 1.026 0.144 -1.338 0.100
H 0.900 -2.575 0.986 0.043
H 0.450 -1.013 1.475 0.072
H -2.169 -0.951 1.621 0.081
H -3.978 -0.924 1.389 0.088
H -3.101 0.482 1.902 0.062
H -3.170 0.817 -0.511 0.122
H -3.170 -0.989 -0.835 0.108
H 3.736 0.557 0.527 0.169
```

Its total energy is -802.965584 Eh. The calculation puts the relative energy (zero: lowest compared OMol25 entry of this formula, charge and spin) at 1.441 eV. The orbital gap is 7.697 eV. As for the charge: +1.


(6)
This record from OMol25 describes the ion C7H14NOS with charge +1. The level of theory is ωB97M-V with the def2-TZVPD basis set.

The geometry in XYZ format:
```
24
Properties=species:S:1:pos:R:3:lowdin_charge:R:1
C -0.436 0.832 0.120 -0.216
C -0.709 0.256 -1.065 -0.387
C 0.857 0.394 0.955 -0.401
C 1.891 0.179 -0.109 -0.317
C -1.265 1.855 0.748 -0.032
C 0.470 -0.696 1.865 -0.047
C -0.201 -1.942 -1.940 -0.061
N 0.135 -0.532 -1.791 -0.023
O -1.904 0.616 -1.616 0.074
S 2.500 1.685 -0.547 1.013
H 1.178 1.287 1.626 0.163
H 2.505 -0.667 -0.516 0.124
H -0.539 2.662 1.015 0.107
H -1.901 1.600 1.614 0.106
H -2.092 2.294 0.104 0.109
H 0.351 -1.651 1.416 0.079
H -0.538 -0.483 2.278 0.115
H 1.211 -0.779 2.638 0.091
H -0.619 -2.277 -0.941 0.107
H -0.810 -2.066 -2.810 0.080
H 0.664 -2.749 -1.923 0.124
H 0.471 -0.197 -2.677 0.145
H -1.989 1.552 -1.755 0.102
H 3.612 1.418 -1.279 -0.055
```

Its total energy is -802.934935 Eh. The calculation puts the relative energy (zero: lowest compared OMol25 entry of this formula, charge and spin) at 2.275 eV. The orbital gap is 7.233 eV. As for the charge: +1.